(1)
DFT (ωB97M-V with the def2-TZVPD basis set) results for a molecular structure, C56H53BF2IO2P3Sr in a non-equilibrium geometry.

Last column: Mulliken charge in e.
Geometry (Å):
Sr 0.180 0.663 0.856  1.612
C -5.307 -1.374 4.386  -1.586
C -5.982 -2.011 3.196  1.637
C -7.298 -2.446 3.382  -0.559
C -8.041 -3.036 2.375  -0.696
C -7.465 -3.205 1.125  -0.596
C -6.163 -2.784 0.925  -1.174
C -5.386 -2.199 1.934  0.061
P -3.699 -1.708 1.270  0.365
C -3.013 -3.435 1.137  0.329
C -2.618 -3.771 -0.158  -0.906
C -2.340 -5.079 -0.536  -0.737
C -2.440 -6.086 0.407  -0.609
C -2.772 -5.761 1.717  -0.748
C -3.064 -4.457 2.103  1.322
C -3.404 -4.188 3.539  -1.324
C -2.874 -0.678 2.506  1.246
C -3.539 0.552 2.617  -0.858
C -3.198 1.522 3.536  -0.952
C -2.095 1.247 4.374  -0.298
C -1.361 0.107 4.237  -0.833
C -1.632 -0.895 3.224  0.709
C -0.731 -1.914 2.994  -1.448
H -5.360 -0.285 4.329  0.374
H -4.252 -1.619 4.453  0.127
H -5.810 -1.693 5.302  0.458
H -7.740 -2.326 4.366  0.353
H -9.057 -3.363 2.566  0.346
H -8.027 -3.647 0.310  0.395
H -5.713 -2.906 -0.056  0.358
H -2.539 -2.977 -0.896  0.781
H -2.066 -5.301 -1.560  0.424
H -2.242 -7.117 0.138  0.369
H -2.806 -6.543 2.469  0.373
H -4.479 -4.041 3.667  0.201
H -2.885 -3.294 3.886  0.023
H -3.100 -5.031 4.162  0.480
H -4.396 0.730 1.968  0.399
H -3.738 2.457 3.595  0.314
H -1.795 1.976 5.121  0.340
H -0.489 -0.052 4.863  0.297
H -0.838 -2.605 2.173  0.155
H 0.170 -1.989 3.589  0.124
C 3.519 3.668 -0.487  -1.163
C 2.186 3.237 0.088  0.845
O 1.706 2.175 -0.293  0.117
C 1.561 4.113 1.084  0.232
C 1.807 5.494 1.027  -0.507
C 1.215 6.380 1.897  -0.767
C 0.345 5.871 2.876  -0.394
C 0.101 4.528 2.978  -0.550
C 0.713 3.580 2.104  0.313
O 0.530 2.328 2.277  -0.922
H 3.977 2.798 -0.943  -0.111
H 4.168 4.070 0.290  0.437
H 3.373 4.436 -1.250  0.362
H 2.450 5.879 0.243  0.261
H 1.397 7.444 1.812  0.350
H -0.147 6.555 3.561  0.382
H -0.581 4.127 3.719  0.328
C 1.533 -1.898 -5.038  -0.720
C 1.578 -3.165 -4.180  -1.402
P 1.568 -2.892 -2.339  1.242
C 3.325 -2.357 -2.195  0.465
C 3.582 -0.997 -2.037  -0.619
C 4.890 -0.527 -2.008  -0.731
C 5.953 -1.412 -2.098  -0.657
C 5.706 -2.772 -2.222  -0.687
C 4.402 -3.238 -2.277  -0.735
C 1.737 -4.627 -1.748  0.413
C 1.779 -4.793 -0.360  -0.554
C 1.891 -6.055 0.201  -0.557
C 1.942 -7.179 -0.614  -0.516
C 1.885 -7.029 -1.991  -0.638
C 1.786 -5.761 -2.554  -0.421
C 0.162 -1.233 -5.135  -1.372
P -0.448 -0.139 -3.727  1.174
C -2.189 -0.062 -4.336  0.091
C -3.203 -0.381 -3.439  -0.485
C -4.535 -0.393 -3.835  -0.677
C -4.871 -0.080 -5.143  -0.484
C -3.869 0.242 -6.052  -0.768
C -2.542 0.248 -5.651  0.118
C 0.243 1.478 -4.287  0.471
C -0.532 2.582 -4.635  -0.377
C 0.063 3.776 -5.016  -0.641
C 1.446 3.901 -5.037  -0.614
C 2.230 2.821 -4.657  -0.766
C 1.630 1.627 -4.281  -0.080
H 1.820 -2.188 -6.054  0.433
H 2.303 -1.196 -4.708  0.119
H 2.493 -3.713 -4.427  0.608
H 0.726 -3.806 -4.428  0.612
H 2.757 -0.305 -1.899  0.921
H 5.078 0.530 -1.894  0.353
H 6.971 -1.046 -2.049  0.358
H 6.532 -3.472 -2.274  0.377
H 4.220 -4.303 -2.376  0.382
H 1.722 -3.919 0.283  0.378
H 1.922 -6.158 1.278  0.433
H 2.013 -8.168 -0.177  0.328
H 1.917 -7.901 -2.634  0.396
H 1.753 -5.671 -3.632  0.262
H -0.599 -2.014 -5.235  0.604
H 0.132 -0.643 -6.054  0.456
H -2.949 -0.577 -2.403  0.421
H -5.303 -0.625 -3.108  0.486
H -5.909 -0.072 -5.454  0.360
H -4.123 0.497 -7.075  0.375
H -1.777 0.517 -6.370  0.290
H -1.610 2.523 -4.569  0.475
H -0.562 4.621 -5.277  0.381
H 1.907 4.835 -5.332  0.349
H 3.310 2.910 -4.635  0.445
H 2.260 0.810 -3.955  -0.255
I -1.936 2.030 -1.103  -0.795
F 2.819 -1.960 1.387  -0.132
B 2.409 -0.661 1.177  -0.535
F 3.534 0.128 1.353  -0.220

Summary:
Charge: -2
Energy relative to the best compared isomer or geometry (same formula, charge and spin), kJ/mol: 172.2
E_HOMO, hartree: -0.020
LUMO, eV: 3.97
DFT total energy, eV: -105947.64030

***

(2)
DFT (ωB97M-V with the def2-TZVPD basis set) results for a molecular structure, C56H60N3OP2S4SeV.

Last column: Löwdin spin population.
Geometry (Å):
V 0.110 -0.329 1.443  2.018
C 1.872 -8.080 -0.447  0.000
S 0.117 -7.944 -0.069  0.000
C -0.049 -6.148 -0.023  0.000
C 0.715 -5.477 1.111  0.001
C 0.227 -4.063 1.385  0.001
N 0.275 -3.140 0.182  0.021
P 1.602 -2.012 0.331  -0.018
C 1.783 -1.109 -1.222  -0.001
C 1.315 0.205 -1.241  0.002
C 1.392 0.987 -2.383  0.000
C 1.965 0.452 -3.526  0.001
C 2.459 -0.848 -3.520  0.001
C 2.371 -1.624 -2.377  0.000
C 3.074 -3.022 0.521  -0.005
C 4.060 -2.690 1.443  -0.001
C 5.235 -3.426 1.495  0.000
C 5.431 -4.484 0.621  0.000
C 4.449 -4.818 -0.305  0.000
C 3.273 -4.093 -0.357  -0.001
P -1.093 -2.065 0.100  -0.011
C -2.554 -2.945 0.652  -0.001
C -3.156 -2.616 1.864  0.000
C -4.293 -3.297 2.273  0.000
C -4.819 -4.305 1.480  0.000
C -4.219 -4.635 0.268  0.000
C -3.093 -3.953 -0.153  -0.001
C -1.355 -1.687 -1.636  -0.005
C -0.949 -2.541 -2.657  -0.002
C -1.245 -2.222 -3.973  0.000
C -1.941 -1.057 -4.268  -0.001
C -2.340 -0.201 -3.250  0.000
C -2.047 -0.513 -1.933  -0.001
H 2.086 -9.139 -0.578  0.000
H 2.497 -7.701 0.362  0.000
H 2.110 -7.565 -1.379  0.000
H -1.121 -5.962 0.085  0.000
H 0.247 -5.734 -0.992  0.000
H 1.783 -5.495 0.914  0.000
H 0.570 -6.046 2.033  0.000
H 0.763 -3.614 2.230  0.000
H -0.815 -4.136 1.690  0.000
H 0.875 0.718 -0.377  0.002
H 1.008 2.000 -2.364  0.000
H 2.037 1.053 -4.423  0.000
H 2.920 -1.254 -4.411  0.000
H 2.769 -2.629 -2.384  0.000
H 3.907 -1.869 2.128  0.000
H 5.997 -3.173 2.220  0.000
H 6.348 -5.056 0.663  0.000
H 4.599 -5.650 -0.981  0.000
H 2.498 -4.371 -1.062  0.000
H -2.733 -1.843 2.494  0.000
H -4.764 -3.041 3.213  0.000
H -5.705 -4.837 1.801  0.000
H -4.638 -5.418 -0.349  0.000
H -2.640 -4.192 -1.107  0.000
H -0.397 -3.444 -2.420  0.000
H -0.934 -2.884 -4.771  0.000
H -2.171 -0.814 -5.297  0.000
H -2.875 0.711 -3.480  0.000
H -2.354 0.166 -1.142  0.000
O -0.084 -0.934 3.106  -0.040
C 0.186 0.236 3.938  0.013
C 1.376 0.875 3.227  0.002
C 1.360 1.849 2.245  0.001
C 2.649 2.060 1.676  0.003
C 3.603 1.282 2.254  -0.003
S 2.968 0.276 3.482  0.012
C 0.453 -0.230 5.340  0.000
C 0.006 -1.387 5.905  0.000
C 0.349 -1.485 7.279  0.000
C 1.037 -0.401 7.724  0.000
S 1.288 0.749 6.485  0.000
C -1.007 1.154 3.815  0.001
C -1.352 2.265 4.505  0.000
C -2.389 3.009 3.849  -0.001
C -2.775 2.481 2.665  0.002
S -1.984 0.974 2.400  0.006
H 0.488 2.430 1.962  0.002
H 2.846 2.776 0.893  0.000
H 4.659 1.264 2.033  0.000
H -0.546 -2.137 5.357  0.000
H 0.100 -2.328 7.906  0.000
H 1.424 -0.217 8.714  0.000
H -0.874 2.571 5.424  0.000
H -2.831 3.906 4.258  0.000
H -3.539 2.816 1.983  0.000
C 1.932 7.037 -0.269  0.000
C 1.826 6.846 1.242  0.000
C 1.207 5.505 1.655  0.000
C -0.309 5.506 1.810  0.000
N -1.007 5.820 0.572  0.000
C -1.228 4.962 -0.451  0.000
Se -0.905 3.136 -0.443  0.002
N -1.806 5.652 -1.455  0.000
C -2.217 5.118 -2.751  0.000
C -1.402 5.690 -3.905  0.000
C 0.092 5.387 -3.836  0.000
C 0.417 3.912 -4.057  0.000
C -1.983 6.978 -1.066  0.000
C -2.570 8.060 -1.709  0.000
C -2.601 9.258 -1.019  0.000
C -2.070 9.373 0.269  0.000
C -1.498 8.290 0.914  0.000
C -1.471 7.087 0.221  0.000
H 2.311 8.029 -0.514  0.000
H 0.967 6.926 -0.766  0.000
H 2.613 6.302 -0.704  0.000
H 1.257 7.669 1.684  0.000
H 2.826 6.918 1.676  0.000
H 1.623 5.176 2.612  0.000
H 1.467 4.741 0.917  0.000
H -0.623 6.247 2.546  0.000
H -0.668 4.533 2.144  0.000
H -3.276 5.352 -2.874  0.000
H -2.119 4.036 -2.689  0.000
H -1.561 6.768 -3.963  0.000
H -1.816 5.272 -4.828  0.000
H 0.489 5.717 -2.870  0.000
H 0.601 5.991 -4.590  0.000
H -0.024 3.292 -3.273  0.000
H 1.495 3.745 -4.054  0.000
H 0.028 3.571 -5.019  0.000
H -2.994 7.977 -2.700  0.000
H -3.049 10.125 -1.485  0.000
H -2.111 10.328 0.774  0.000
H -1.097 8.389 1.913  0.000

Summary:
Charge: +2
Energy relative to the best compared isomer or geometry (same formula, charge and spin), kJ/mol: 207.8
E_HOMO (alpha / beta), hartree: -0.436 / -0.436
Spin multiplicity: 3
<S²>: 2.03
LUMO (alpha / beta), eV: -6.27 / -5.57
DFT total energy, eV: -218504.67614

***

Q: The lowest energy relative to the best compared isomer or geometry (same formula, charge and spin) belongs to which entry?
A: C56H53BF2IO2P3Sr

***

Q: charge of number 1 (C56H53BF2IO2P3Sr)?
A: -2

***

Q: The lowest charge belongs to which entry?
A: C56H53BF2IO2P3Sr

***

Q: Which of these has the highest charge?
A: C56H60N3OP2S4SeV